DFT (ωB97M-V with the def2-TZVPD basis set) results for a cluster of 5 separate species, C4H16O4 in total.

Computed properties:
- total charge = -1
- highest occupied orbital energy (alpha / beta) (eV) = 0.502 / -6.455
- relative energy (zero: lowest compared OMol25 entry of this formula, charge and spin) (eV) = 1.512
- multiplicity = 2
- E_tot (eV) = -12594.8511
- expectation value of S² = 0.75
- lowest unoccupied orbital energy (alpha / beta) (eV) = 3.5 / 3.3
- HOMO-LUMO gap (alpha / beta) (eV) = 3.04 / 9.78

CARTESIAN COORDINATES (ANGSTROEM)
C (1.417, 1.312, 0.935)
C (0.342, 0.573, 1.576)
C (-0.196, -0.532, 1.132)
C (-0.263, 1.525, 2.641)
H (2.388, 0.817, 0.873)
H (1.629, 2.327, 1.235)
H (1.350, 1.395, -0.105)
H (-1.067, -0.998, 1.718)
H (0.093, -1.075, 0.230)
H (0.301, 1.376, 3.620)
H (-1.312, 1.607, 2.912)
H (-0.023, 2.666, 2.578)
H (-0.400, 2.160, -2.586)
H (-0.765, 2.587, -1.111)
O (-1.093, 2.167, -1.968)
H (1.470, -1.491, -3.213)
H (0.752, -1.826, -1.983)
O (1.613, -1.892, -2.320)
H (-1.368, -0.329, -1.515)
H (-1.573, -0.933, -2.858)
O (-0.916, -1.054, -2.133)
H (-1.152, -2.875, -0.203)
H (-0.136, -3.726, 0.457)
O (-1.091, -3.780, 0.087)

Cartesian forces (eV/Å) of the 3 atoms listed first:
C 2.8 -0.1 -0.8
C -1.2 3.1 1.0
C -2.3 -2.1 0.9